1.
# C25H21MnN3O4S2

C25H21MnN3O4S2 as an isolated structure at a distorted geometry (the ωB97M-V functional and the def2-TZVPD basis, the Open Molecules 2025 dataset).

Summary:
* spin multiplicity: 6
* frontier orbital gap (spin up / spin down): 4.689 / 6.526 eV
* ⟨S²⟩: 8.804
* relative energy (zero: lowest compared OMol25 entry of this formula, charge and spin): 187.6 kJ/mol
* LUMO level (spin up / spin down): -1.4 / -1.4 eV

Positions of all 56 atoms, in Å:
Mn1 0.0246 -0.0429 0.0145
O1 0.4417 3.8318 0.7716
C1 0.0584 2.7169 0.5560
O2 0.7756 1.6095 0.5544
C2 -1.3850 2.4055 0.2402
C3 -2.4645 3.2568 0.2295
C4 -3.7183 2.7176 -0.0381
C5 -3.8608 1.3579 -0.2924
C6 -2.7289 0.5773 -0.2822
N1 -1.5402 1.1107 -0.0191
C7 -2.5997 -0.9027 -0.5532
O3 -3.5500 -1.5990 -0.7762
O4 -1.3338 -1.2666 -0.5026
H1 -2.3120 4.3068 0.4365
H2 -4.5892 3.3600 -0.0455
H3 -4.8172 0.8990 -0.5010
S1 2.6362 -0.0248 -0.2608
C8 3.3325 -1.5807 -0.0989
N2 4.6871 -1.7150 -0.0143
C9 5.2564 -3.0223 0.2393
C10 4.4624 -4.0634 -0.4987
N3 3.0755 -3.9779 -0.0834
C11 2.3002 -5.2077 -0.1970
C12 2.2731 -5.7183 -1.6201
C13 2.9406 -6.8823 -1.9777
C14 2.9208 -7.3356 -3.2921
C15 2.2317 -6.6202 -4.2598
C16 1.5616 -5.4526 -3.9090
C17 1.5806 -5.0043 -2.5973
C18 2.5048 -2.7343 -0.0022
S2 0.8115 -2.5610 0.1606
C19 5.6268 -0.6086 -0.1246
C20 6.3889 -0.6600 -1.4294
C21 7.7665 -0.8306 -1.4505
C22 8.4530 -0.9045 -2.6585
C23 7.7592 -0.8130 -3.8546
C24 6.3783 -0.6394 -3.8410
C25 5.6971 -0.5628 -2.6366
H4 5.2488 -3.2393 1.3143
H5 6.2894 -3.0285 -0.1094
H6 4.8388 -5.0602 -0.2666
H7 4.5584 -3.9076 -1.5804
H8 1.2922 -4.9995 0.1504
H9 2.7414 -5.9601 0.4613
H10 3.4775 -7.4451 -1.2209
H11 3.4455 -8.2448 -3.5583
H12 2.2138 -6.9705 -5.2840
H13 1.0191 -4.8926 -4.6607
H14 1.0527 -4.0988 -2.3174
H15 6.3253 -0.6598 0.7154
H16 5.0638 0.3167 -0.0419
H17 8.3110 -0.8996 -0.5145
H18 9.5280 -1.0345 -2.6620
H19 8.2895 -0.8755 -4.7963
H20 5.8332 -0.5584 -4.7733
H21 4.6211 -0.4209 -2.6185

Cartesian forces (eV/Å) of the 2 atoms listed first:
1.60 -1.20 -0.07
0.08 0.14 0.07

Here are the Löwdin charges for atoms 1 to 5, given in e: 0.88, 0.14, -0.53, -0.27, -0.13

2.
# C11H22N2

One molecule with the formula C11H22N2 at a distorted geometry (the ωB97M-V functional and the def2-TZVPD basis, the Open Molecules 2025 dataset).

Summary:
* spin multiplicity: 1
* frontier orbital gap: 8.753 eV
* relative energy (zero: lowest compared OMol25 entry of this formula, charge and spin): 447.6 kJ/mol
* LUMO level: 0.9 eV

Positions of all 35 atoms, in Å:
C1 3.8081 0.4452 -1.0222
C2 3.6137 -0.6133 0.0006
C3 2.4598 -0.1391 0.8261
N1 1.3292 -0.2814 0.0085
N2 0.8173 -1.5513 0.0215
C4 -0.5168 -1.6090 -0.4444
C5 -1.2156 -0.3554 0.1906
C6 -2.5363 0.2049 -0.2380
C7 -2.8677 0.3332 -1.7010
C8 -3.5894 -0.6568 0.5063
C9 -0.8049 -0.1876 1.6292
C10 -0.0638 0.5790 0.6338
C11 0.1295 2.0292 0.6623
H1 4.7496 0.2382 -1.5807
H2 2.8663 0.4353 -1.5302
H3 3.9747 1.3363 -0.5745
H4 4.5556 -0.7287 0.5898
H5 3.3015 -1.6142 -0.4366
H6 2.2803 -0.5093 1.8227
H7 2.6100 0.9401 1.0754
H8 0.8636 -1.9064 0.9790
H9 -0.9190 -2.5980 -0.2586
H10 -0.5148 -1.4412 -1.4591
H11 -2.6781 1.3174 0.1074
H12 -2.4564 1.2114 -2.2591
H13 -3.8743 0.6620 -1.6734
H14 -2.6384 -0.5232 -2.2984
H15 -4.5273 -0.6060 -0.0613
H16 -3.8232 -0.2494 1.5407
H17 -3.1898 -1.6772 0.5822
H18 -1.3881 0.4881 2.0809
H19 -0.5623 -1.0117 2.3611
H20 -0.9165 2.5617 0.7066
H21 0.8647 2.2321 -0.1676
H22 0.5818 2.3747 1.6808

Cartesian forces (eV/Å) of the 2 atoms listed first:
1.22 -2.84 -1.94
1.09 -1.76 1.20

Here are the Löwdin charges for atoms 1 to 5, given in e: -0.12, -0.26, -0.27, -0.09, -0.08

3.
# C33H20BrF9IO6PS5SbV

C33H20BrF9IO6PS5SbV as an isolated structure (the ωB97M-V functional and the def2-TZVPD basis, the Open Molecules 2025 dataset).

Summary:
* spin multiplicity: 2
* frontier orbital gap (spin up / spin down): 5.690 / 7.040 eV
* total charge: +1
* ⟨S²⟩: 0.948
* relative energy (zero: lowest compared OMol25 entry of this formula, charge and spin): 0.0 kJ/mol
* LUMO level (spin up / spin down): -5.5 / -4.2 eV

Positions of all 78 atoms, in Å:
V1 -0.0293 -0.9792 0.8364
O1 -0.0160 -0.7066 4.8639
S1 -0.5181 -0.8302 3.5447
O2 -0.3370 -2.1824 2.9112
O3 0.0605 0.1216 2.5362
C1 -2.2716 -0.5696 3.5674
C2 -2.7919 -0.2732 4.8119
C3 -4.1574 -0.0363 4.9662
C4 -4.9964 -0.0992 3.8790
C5 -4.4863 -0.3976 2.6166
C6 -3.1358 -0.6362 2.4487
S2 -2.6320 -0.8727 0.7675
O4 -1.6578 0.2415 0.4936
O5 -3.7843 -0.9301 -0.0513
O6 -1.6992 -2.0631 0.6784
H1 -2.1236 -0.2259 5.6590
H2 -4.5490 0.1995 5.9461
H3 -6.0558 0.0838 3.9940
H4 -5.1388 -0.4402 1.7569
S3 3.0282 -3.3332 3.5290
Sb1 1.1880 -4.0686 2.6950
S4 1.2643 -2.8680 0.2669
S5 2.1576 -1.1609 0.9917
F1 -4.6346 -3.6590 -4.7008
C7 -4.8273 -2.4501 -4.1519
F2 -5.3198 -1.6397 -5.1002
F3 -5.7727 -2.5834 -3.2031
C8 -3.5533 -1.8994 -3.5597
C9 -3.3900 -0.5291 -3.4461
C10 -2.2440 -0.0201 -2.8555
C11 -1.2625 -0.8834 -2.3802
C12 -1.4426 -2.2623 -2.4906
C13 -2.5818 -2.7709 -3.0861
P1 0.1867 -0.2387 -1.4973
C14 0.2233 1.5549 -1.7175
C15 0.0958 2.4067 -0.6265
C16 0.1514 3.7829 -0.8110
C17 0.3355 4.2925 -2.0827
C18 0.4654 3.4458 -3.1800
C19 0.4134 2.0786 -2.9991
C20 0.4278 5.7822 -2.3088
F4 1.6785 6.1335 -2.6541
F5 0.0960 6.4776 -1.2129
F6 -0.3858 6.1696 -3.3049
C21 1.6453 -0.7962 -2.4406
C22 2.8837 -0.2778 -2.0613
C23 4.0431 -0.6753 -2.7035
C24 3.9661 -1.5885 -3.7442
C25 2.7381 -2.0795 -4.1592
C26 1.5784 -1.6834 -3.5111
C27 5.2155 -2.0840 -4.4287
F7 5.0862 -2.0437 -5.7643
F8 6.2907 -1.3575 -4.0966
F9 5.4666 -3.3619 -4.0898
H5 -4.1549 0.1416 -3.8123
H6 -2.1274 1.0513 -2.7618
H7 -0.6995 -2.9468 -2.0982
H8 -2.7193 -3.8394 -3.1773
H9 -0.0462 2.0135 0.3709
H10 0.0540 4.4496 0.0340
H11 0.6102 3.8604 -4.1689
H12 0.5235 1.4194 -3.8518
H13 2.9489 0.4558 -1.2661
H14 4.9997 -0.2721 -2.4025
H15 2.6837 -2.7693 -4.9910
H16 0.6289 -2.0635 -3.8594
Br1 0.6679 3.2946 4.1299
C28 1.8750 1.9952 4.7851
C29 1.7818 1.6488 6.1259
C30 2.6364 0.6992 6.6596
C31 3.5879 0.0888 5.8571
C32 3.6878 0.4346 4.5192
C33 2.8330 1.3909 3.9828
I1 3.0597 1.8604 1.9762
H17 1.0320 2.1228 6.7434
H18 2.5589 0.4418 7.7071
H19 4.2544 -0.6577 6.2674
H20 4.4319 -0.0331 3.8894

Cartesian forces (eV/Å) of the 2 atoms listed first:
0.39 -0.54 0.01
0.01 0.11 -0.01

Here are the Löwdin charges for atoms 1 to 5, given in e: 0.29, -0.21, 0.55, -0.60, -0.46